Record 1
{
  "formula": "C31H46BrF4NO14",
  "method": "wB97M-V/def2-TZVPD",
  "energy_ha": -5290.444880,
  "lumo_ev": 0.42,
  "homo_ev": -9.9,
  "total_charge": 0,
  "homo_lumo_gap_ev": 10.4,
  "smiles": "CCCO[C@H]1NC(=O)[C@@](CCCCCOC(C)=O)(CC(=O)Br)[C@@]1(C)C(F)(F)C(F)F.C[C@@H]1COC(=O)O1.C[C@@H]1COC(=O)O1.C[C@@H]1COC(=O)O1",
  "symbols": ["C", "C", "C", "O", "C", "N", "C", "O", "C", "C", "C", "C", "C", "C", "O", "C", "C", "O", "C", "C", "O", "Br", "C", "C", "C", "F", "F", "C", "F", "F", "H", "H", "H", "H", "H", "H", "H", "H", "H", "H", "H", "H", "H", "H", "H", "H", "H", "H", "H", "H", "H", "H", "H", "H", "H", "H", "H", "H", "C", "C", "C", "O", "C", "O", "O", "H", "H", "H", "H", "H", "H", "C", "C", "C", "O", "C", "O", "O", "H", "H", "H", "H", "H", "H", "C", "C", "C", "O", "C", "O", "O", "H", "H", "H", "H", "H", "H"],
  "coordinates": [[3.21784, 3.24228, 2.39728], [3.17267, 1.70378, 2.39532], [1.71881, 1.19951, 2.58068], [1.29969, 0.28678, 1.56305], [0.35139, 0.85352, 0.71413], [0.70664, 2.14090, 0.03751], [-0.49146, 2.34396, -0.76935], [-0.77541, 3.41453, -1.12185], [-1.25721, 0.97693, -0.97877], [-2.54294, 0.92481, -0.08000], [-3.33365, 2.24118, -0.08614], [-4.65815, 2.24279, 0.75367], [-4.99239, 0.95831, 1.53292], [-4.25291, 0.86967, 2.88464], [-4.33410, -0.47419, 3.39248], [-3.20072, -1.19815, 3.20838], [-1.87236, -0.77111, 3.80978], [-3.25448, -2.19774, 2.60603], [-1.82366, 0.69512, -2.41048], [-1.49428, 1.74482, -3.47162], [-0.63405, 1.70630, -4.21047], [-2.72730, 3.28674, -3.61332], [-0.14541, 0.01035, -0.47261], [-0.61448, -1.31571, 0.20412], [0.87640, -0.42515, -1.51004], [0.43396, -1.44261, -2.26609], [1.15832, 0.56186, -2.38162], [2.24962, -0.87690, -0.94459], [2.22680, -2.10561, -0.44814], [3.09882, -0.92444, -2.00909], [2.81561, 3.66594, 3.32213], [4.25917, 3.56519, 2.30260], [2.65468, 3.67182, 1.56419], [3.56214, 1.34405, 1.44046], [3.76204, 1.35407, 3.24380], [1.07193, 2.08019, 2.66557], [1.63734, 0.66295, 3.53198], [-0.43404, 1.21233, 1.39740], [1.54824, 1.93096, -0.49929], [-3.18528, 0.09324, -0.37155], [-2.29143, 0.71675, 0.96376], [-2.74203, 3.08758, 0.26266], [-3.61443, 2.50546, -1.10937], [-5.49916, 2.54618, 0.13007], [-4.57257, 3.03412, 1.50973], [-6.05104, 1.02604, 1.80813], [-4.90331, 0.03444, 0.95809], [-3.23005, 1.25653, 2.83694], [-4.80332, 1.50142, 3.58739], [-1.15986, -1.59142, 3.79438], [-1.44336, 0.00651, 3.16579], [-1.94609, -0.38378, 4.82833], [-2.90959, 0.60986, -2.40905], [-1.46581, -0.25635, -2.81078], [-1.40332, -1.13485, 0.93202], [-1.04795, -2.01868, -0.50938], [0.19056, -1.78106, 0.76918], [2.69429, -0.15019, -0.26652], [-4.94654, 8.24450, -4.64220], [-5.17151, 7.86616, -3.19853], [-4.03528, 8.23381, -2.27872], [-4.16475, 7.25882, -1.23892], [-4.72492, 6.15446, -1.80162], [-4.77247, 5.08509, -1.28784], [-5.21763, 6.44033, -3.03737], [-5.75834, 7.86971, -5.26607], [-4.88851, 9.32741, -4.75572], [-4.02474, 7.79947, -5.02051], [-6.12190, 8.27519, -2.84300], [-4.11993, 9.24229, -1.87896], [-3.05332, 8.11266, -2.74320], [4.63350, -3.18372, -3.51317], [4.53761, -4.57504, -2.94191], [4.36364, -4.60688, -1.44780], [4.93270, -5.87429, -1.10282], [5.88617, -6.14449, -2.04169], [6.70220, -7.00072, -1.94256], [5.77274, -5.29622, -3.09889], [4.85090, -3.21923, -4.58128], [3.70216, -2.64342, -3.36256], [5.44572, -2.62564, -3.04430], [3.75152, -5.14104, -3.45024], [3.31962, -4.55406, -1.14433], [4.92629, -3.82418, -0.93217], [4.69626, -8.19527, 2.20384], [3.49495, -7.33187, 2.50219], [3.60729, -5.92299, 1.98418], [2.76649, -5.20086, 2.89150], [2.79556, -5.87410, 4.07510], [2.39177, -5.44326, 5.10550], [3.35412, -7.10480, 3.91458], [4.59416, -9.16942, 2.68315], [4.81213, -8.34233, 1.12973], [5.60717, -7.74184, 2.59779], [2.58180, -7.81811, 2.14642], [3.25445, -5.82081, 0.96116], [4.61955, -5.51714, 2.05680]]
}

=====

Record 2
{
  "formula": "C8H13FN2O2S",
  "method": "wB97M-V/def2-TZVPD",
  "energy_ha": -1070.482680,
  "lumo_ev": -0.25,
  "homo_ev": -7.8,
  "total_charge": 0,
  "homo_lumo_gap_ev": 7.5,
  "smiles": "O=S(=O)(F)NCCCCn1cccc1",
  "symbols": ["O", "S", "O", "F", "N", "C", "C", "C", "C", "N", "C", "C", "C", "C", "H", "H", "H", "H", "H", "H", "H", "H", "H", "H", "H", "H", "H"],
  "coordinates": [[1.34645, 2.86467, -0.01387], [0.47210, 2.76401, -1.22811], [1.39060, 2.61533, -2.42924], [-0.36126, 4.21798, -1.36438], [-0.57348, 1.39794, -1.24277], [-1.74153, 1.55210, -0.30042], [-1.34841, 1.44873, 1.25045], [-0.92121, -0.05916, 1.70519], [0.61057, -0.39233, 1.34901], [0.78751, -1.52900, 0.39160], [1.96871, -1.61282, -0.44237], [2.01212, -2.88208, -1.34091], [0.64503, -3.59557, -0.96206], [-0.04672, -2.68247, 0.10766], [-1.01495, 1.38197, -2.19119], [-2.30958, 2.55176, -0.44691], [-2.51396, 0.73032, -0.54544], [-2.31619, 1.68036, 1.84667], [-0.57701, 2.22272, 1.59387], [-1.00665, -0.04303, 2.86170], [-1.67693, -0.84759, 1.35654], [1.10455, -0.74343, 2.33916], [1.20175, 0.54575, 1.03979], [2.85185, -0.90169, -0.53065], [2.80124, -3.24955, -2.07022], [0.25591, -4.58631, -1.36946], [-1.04052, -2.84862, 0.63635]]
}

=====

Record 3
{
  "formula": "C32H29CrN7O4PS2Se",
  "method": "wB97M-V/def2-TZVPD",
  "energy_ha": -6504.605137,
  "lumo_ev": [-3.20, -3.22],
  "homo_ev": [-8.9, -10.4],
  "total_charge": 1,
  "homo_lumo_gap_ev": [5.7, 7.2],
  "s2": 6.070,
  "spin_multiplicity": 5,
  "symbols": ["Cr", "O", "S", "O", "O", "C", "C", "C", "C", "C", "C", "P", "C", "C", "C", "C", "C", "C", "C", "C", "C", "C", "C", "C", "H", "H", "H", "H", "H", "H", "H", "H", "H", "H", "H", "H", "H", "H", "Se", "N", "C", "C", "C", "C", "N", "C", "N", "H", "H", "H", "C", "N", "C", "N", "O", "H", "H", "H", "H", "H", "H", "N", "C", "N", "C", "C", "C", "C", "C", "C", "S", "H", "H", "H", "H", "H", "H"],
  "coordinates": [[-0.11367, -0.07772, -0.15700], [0.72401, -0.13340, 2.74393], [0.80667, 1.28091, 2.42587], [0.31643, 2.19429, 3.40504], [0.18674, 1.50838, 1.06693], [2.54251, 1.48372, 2.14413], [3.25997, 2.53624, 2.67458], [4.63478, 2.56832, 2.49095], [5.26374, 1.54666, 1.79627], [4.53218, 0.49794, 1.25508], [3.15020, 0.44948, 1.41593], [2.12506, -0.83225, 0.56964], [3.27870, -1.27972, -0.78066], [3.98531, -2.40908, -0.88324], [4.86008, -2.67551, -2.02706], [4.96843, -1.82903, -3.04998], [4.17939, -0.56235, -3.12652], [3.28461, -0.27384, -1.88986], [2.17715, -2.37666, 1.51455], [1.52389, -3.47323, 0.95224], [1.56927, -4.70475, 1.58243], [2.25894, -4.84245, 2.78086], [2.89739, -3.74909, 3.34833], [2.85978, -2.51256, 2.71655], [2.74081, 3.29956, 3.23972], [5.21486, 3.38427, 2.90030], [6.33773, 1.56780, 1.66622], [5.04001, -0.28738, 0.71158], [3.94490, -3.15998, -0.10403], [5.43329, -3.59361, -2.00957], [5.63697, -2.03681, -3.87810], [4.83728, 0.26425, -3.39999], [3.40803, 0.73624, -1.48813], [0.97257, -3.35024, 0.02624], [1.06845, -5.55797, 1.14414], [2.30159, -5.80618, 3.27128], [3.43363, -3.85829, 4.28206], [3.34830, -1.65250, 3.15840], [-3.76055, 0.96818, -0.25324], [-4.46492, -0.29319, -1.30990], [-3.47402, -1.02788, -1.82393], [-3.53246, -2.11643, -2.70653], [-2.33221, -2.75423, -3.02839], [-1.12124, -2.35269, -2.49278], [-1.02312, -1.29355, -1.65714], [-2.16423, -0.64992, -1.38853], [-2.06780, 0.41293, -0.59930], [-4.47939, -2.44262, -3.11278], [-2.34208, -3.59246, -3.71076], [-0.20459, -2.87761, -2.72949], [-1.38119, -3.00548, 4.35068], [-0.82648, -2.54971, 3.09104], [-1.53128, -1.94653, 2.12942], [-2.87217, -1.91122, 2.26102], [-1.00895, -1.49154, 1.07979], [-0.57313, -3.41681, 4.94818], [-2.11308, -3.79760, 4.18382], [-1.84472, -2.19330, 4.91790], [0.15636, -2.33910, 3.06344], [-3.32740, -2.17630, 3.11526], [-3.41020, -1.44229, 1.55264], [-0.80210, 3.11455, -0.95742], [-0.06106, 2.43712, -1.84814], [0.44302, 1.21779, -1.67240], [1.21041, 0.84902, -2.76586], [2.01473, -0.39339, -2.76998], [2.90085, -0.62109, -4.03094], [2.82581, 0.43289, -5.09336], [2.08889, 1.53561, -4.97208], [1.28946, 1.73950, -3.77456], [0.34040, 3.14375, -3.37762], [-0.74145, 2.81330, 0.00341], [-0.99208, 4.08592, -1.12889], [1.39310, -1.25038, -2.50139], [2.76557, -1.60727, -4.47785], [3.42203, 0.26597, -5.98282], [2.07346, 2.29778, -5.74030]]
}

=====

Record 4
{
  "formula": "C36H46BiFN8O9",
  "method": "wB97M-V/def2-TZVPD",
  "energy_ha": -2828.665757,
  "lumo_ev": -4.70,
  "homo_ev": -10.9,
  "total_charge": 2,
  "homo_lumo_gap_ev": 6.2,
  "symbols": ["Bi", "O", "C", "O", "C", "C", "C", "C", "C", "N", "C", "O", "O", "H", "H", "H", "H", "H", "F", "C", "C", "C", "C", "O", "C", "C", "N", "C", "C", "C", "C", "C", "C", "N", "C", "C", "N", "C", "C", "C", "O", "O", "H", "H", "H", "H", "H", "H", "H", "H", "H", "H", "H", "H", "H", "H", "H", "H", "H", "H", "N", "C", "C", "O", "O", "H", "H", "H", "H", "H", "N", "C", "C", "N", "H", "H", "H", "H", "H", "H", "H", "H", "H", "C", "C", "C", "C", "C", "C", "C", "C", "N", "H", "H", "H", "H", "H", "H", "H", "H", "H"],
  "coordinates": [[1.17632, 0.95594, 2.53289], [1.04018, 4.82862, 5.98954], [1.05525, 4.53331, 4.71045], [0.07554, 4.18455, 4.08240], [2.41133, 4.65038, 4.09598], [3.32311, 5.62295, 4.49455], [4.55708, 5.64781, 3.86297], [4.84513, 4.68296, 2.91287], [3.87456, 3.72737, 2.61062], [2.67275, 3.73176, 3.17120], [4.26391, 2.50535, 1.81592], [4.91211, 2.67918, 0.67659], [4.06780, 1.41299, 2.27629], [0.16275, 4.71885, 6.39512], [3.06449, 6.32998, 5.26481], [5.29221, 6.38874, 4.13067], [5.81561, 4.64522, 2.44268], [4.80767, 3.55027, 0.26947], [-0.30370, -5.00020, -0.87418], [0.12802, -3.91311, -1.55421], [0.58684, -2.86554, -0.80767], [1.07297, -1.71253, -1.41787], [1.48768, -0.59998, -0.56591], [1.54477, -0.77621, 0.66301], [1.80009, 0.60267, -1.28526], [1.90704, 0.56011, -2.64290], [1.60795, -0.50980, -3.41523], [1.85588, -0.46318, -4.83141], [0.72056, -0.27876, -5.80366], [1.72139, 0.81477, -5.60177], [1.11078, -1.65068, -2.82359], [0.60952, -2.73044, -3.56619], [0.09208, -3.87083, -2.95961], [-0.52067, -4.86988, -3.72911], [0.14649, -5.45286, -4.87358], [-0.90458, -5.67757, -5.98186], [-2.24969, -5.72615, -5.34863], [-2.21511, -6.57212, -4.13144], [-1.38007, -5.83995, -3.06804], [1.89740, 1.94991, -0.59570], [2.69518, 2.80215, -0.93675], [0.98865, 2.12250, 0.30348], [0.56295, -2.92917, 0.27047], [2.24234, 1.44622, -3.16126], [2.65287, -1.13840, -5.12701], [-0.26875, -0.11070, -5.40721], [0.73791, -0.83504, -6.72778], [1.38080, 1.70115, -5.09272], [2.44552, 1.01536, -6.37472], [0.59145, -2.65581, -4.64133], [0.61321, -6.40755, -4.59788], [0.93965, -4.79999, -5.23132], [-0.72427, -6.62289, -6.49597], [-0.88792, -4.86782, -6.71240], [-2.94829, -6.06056, -6.01905], [-2.50451, -4.77344, -5.05660], [-1.77836, -7.53553, -4.40143], [-3.22746, -6.74108, -3.76254], [-0.82118, -6.58583, -2.48923], [-2.03802, -5.29678, -2.38625], [-0.80262, -2.89721, 2.02664], [-0.78152, -3.03534, 3.47895], [0.30424, -2.14201, 4.06440], [0.31900, -1.76359, 5.20166], [1.26485, -1.80851, 3.19908], [-1.21600, -1.99884, 1.78099], [-1.38455, -3.62310, 1.62163], [1.03076, -2.10920, 2.29454], [-0.51048, -4.06462, 3.73079], [-1.72844, -2.80155, 3.98291], [-1.32728, 6.23908, 0.02904], [-1.92076, 4.90973, -0.07806], [-1.53555, 4.14733, 1.18696], [-0.07167, 4.26028, 1.32659], [-1.39839, 6.73890, -0.84939], [0.16398, 5.18416, 0.93090], [-1.82256, 6.79262, 0.72214], [-1.47451, 4.41505, -0.94404], [-3.01175, 4.91366, -0.19077], [-1.82381, 3.09925, 1.14647], [-2.01007, 4.61690, 2.04966], [0.17824, 4.19192, 2.32898], [0.42956, 3.46051, 0.80559], [-1.77528, 0.73485, 5.02910], [-2.56082, 0.27709, 3.84531], [-3.85382, -0.19171, 3.98541], [-4.59189, -0.60238, 2.88695], [-4.03810, -0.52245, 1.61937], [-2.74333, -0.06656, 1.43520], [-2.16271, 0.03860, 0.05235], [-1.96967, 0.30498, 2.55841], [-0.68450, 0.66987, 2.43217], [-2.43825, 0.94173, 5.86427], [-1.20046, 1.62681, 4.78226], [-1.07004, -0.03783, 5.33679], [-4.28415, -0.24054, 4.97489], [-5.59285, -0.98400, 3.02013], [-4.62322, -0.81628, 0.75746], [-2.71984, 0.76871, -0.53307], [-2.22367, -0.91696, -0.46967], [-1.12329, 0.34995, 0.10432]]
}